(A)
C4H6N2S | ωB97M-V/def2-TZVPD

Results
Structure (SMILES) = Nn1cccc1S
LUMO = 0.68 eV
Orbital gap = 8.5994 eV
Total charge = 0

Last column: Löwdin charge in e.
Atoms and positions in Å:
C 1.87 0.38 -0.01  -0.110
C 1.97 -0.97 0.04  -0.105
C 0.62 -1.47 -0.02  -0.125
C -0.22 -0.39 -0.02  -0.648
H -0.52 2.15 0.86  0.088
H -0.61 2.19 -0.74  0.069
H 2.66 1.15 0.15  0.124
H 2.92 -1.50 0.09  0.096
H 0.35 -2.54 -0.17  0.106
H -2.18 -1.59 0.30  -0.139
N 0.05 2.07 0.01  0.085
N 0.53 0.75 -0.07  -0.214
S -2.01 -0.31 0.00  0.771

=====

(B)
C4H6N2S | ωB97M-V/def2-TZVPD

Results
LUMO (alpha / beta) = -0.91 / -0.91 eV
Orbital gap (alpha / beta) = 7.4498 / 7.4473 eV
Total charge = 0

Last column: Löwdin charge in e.
Atoms and positions in Å:
C 0.14 -0.31 0.56  -0.374
C 0.56 0.40 1.76  -0.346
C -1.05 -1.18 0.98  -0.572
C 0.21 0.62 -0.70  -0.035
N -1.85 -1.65 0.15  0.147
N -1.16 -1.38 2.37  -0.302
S -0.34 -0.17 3.07  1.024
H 0.74 -1.17 0.33  0.145
H 0.89 1.45 1.74  0.077
H -0.04 1.71 -0.55  0.095
H 1.26 0.70 -1.02  0.090
H -0.40 0.26 -1.40  0.019
H -2.60 -2.11 0.57  0.031

=====

Q: Which of them is the least stable? A: (B).

=====

(A)
C4H6N2S | ωB97M-V/def2-TZVPD

Results
Structure (SMILES) = C=C1SC=NN1C
LUMO = 0.84 eV
Orbital gap = 8.4515 eV
Total charge = 0

Last column: Löwdin charge in e.
Atoms and positions in Å:
C 1.53 -1.27 1.20  -0.417
C 0.70 0.18 -0.64  -0.641
C 0.41 1.07 -1.57  -0.048
C -1.63 0.18 0.42  -0.063
N 0.29 -1.02 1.30  -0.018
N -0.25 -0.22 0.35  -0.230
S 2.24 -0.65 -0.36  0.940
H 2.22 -1.83 1.84  0.072
H 1.04 1.19 -2.47  0.062
H -0.66 1.37 -1.54  0.052
H -2.14 -0.10 -0.48  0.073
H -1.97 -0.22 1.42  0.106
H -1.77 1.32 0.55  0.110

=====

(B)
C4H6N2S | ωB97M-V/def2-TZVPD

Results
LUMO = 0.44 eV
Orbital gap = 8.2458 eV
Total charge = 0

Last column: Löwdin charge in e.
Atoms and positions in Å:
C 0.89 0.60 -0.18  -0.229
C 0.08 -0.24 -0.91  -0.766
C -0.31 0.36 1.75  -0.332
C 0.31 -0.45 -2.37  -0.131
N 0.61 0.84 1.11  0.067
N -0.86 0.28 2.94  0.118
S -1.21 -0.99 -0.11  0.720
H 1.72 1.13 -0.60  0.102
H 1.04 0.27 -2.74  0.073
H 0.67 -1.46 -2.56  0.078
H -0.62 -0.32 -2.92  0.071
H -0.46 -0.38 3.60  0.117
H -1.86 0.35 2.98  0.111

=====

Q: Which of them is the least stable? A: (A).

=====

(A)
C4H6N2S | ωB97M-V/def2-TZVPD

Results
Structure (SMILES) = N#C[C@H]1CNCS1
LUMO = 0.60 eV
Orbital gap = 9.8456 eV
Total charge = 0

Last column: Löwdin charge in e.
Atoms and positions in Å:
C -2.16 0.40 -0.02  -0.325
C 0.48 0.93 -0.20  -0.183
C 0.89 -1.04 0.70  -0.526
C -0.97 0.04 -0.71  -0.487
N -3.08 0.83 0.52  0.152
N 1.51 0.08 0.07  -0.121
S -0.52 -1.69 -0.24  0.858
H 0.50 1.45 -1.15  0.109
H 0.31 1.49 0.72  0.121
H 1.51 -1.96 1.06  0.113
H 0.45 -0.55 1.65  0.105
H -1.03 0.22 -1.77  0.082
H 2.11 -0.20 -0.65  0.102

=====

(B)
C4H6N2S | ωB97M-V/def2-TZVPD

Results
Structure (SMILES) = C#C/N=C\CSN
LUMO = 0.41 eV
Orbital gap = 9.3406 eV
Total charge = 0

Last column: Löwdin charge in e.
Atoms and positions in Å:
C -0.65 -1.11 -0.39  -0.203
C 0.76 -1.38 -2.19  -0.242
C 1.42 -1.02 -3.13  0.107
C -0.31 0.17 0.32  -0.403
N -0.18 -1.78 -1.36  0.051
N -0.44 1.70 2.42  -0.383
S -0.49 0.03 2.19  0.793
H -1.52 -1.67 0.00  0.112
H 0.53 2.04 2.55  0.036
H 2.21 -0.50 -3.58  0.006
H 0.56 0.55 -0.05  0.041
H -1.01 0.92 -0.01  0.079
H -0.88 2.07 3.22  0.006

=====

(C)
C4H6N2S | ωB97M-V/def2-TZVPD

Results
Structure (SMILES) = [H]/N=C/NC(=S)C=C
LUMO = -0.51 eV
Orbital gap = 8.2692 eV
Total charge = 0

Last column: Löwdin charge in e.
Atoms and positions in Å:
C -0.52 -2.02 -1.37  0.032
C -0.08 -0.89 -0.80  -0.179
C 0.48 -0.73 0.59  -0.764
C 0.08 1.79 0.68  -0.285
H -0.95 -2.10 -2.37  0.067
H -0.50 -2.93 -0.79  0.049
H -0.16 0.09 -1.29  0.065
H 0.88 0.55 2.08  0.090
H 0.25 2.54 1.48  0.129
H -0.65 3.06 -0.42  0.065
N 0.56 0.56 1.14  -0.014
N -0.52 2.03 -0.41  0.077
S 1.14 -1.94 1.49  0.668

=====

Q: Which of them is the least stable? A: (B).

=====

(A)
H26O13 | ωB97M-V/def2-TZVPD

Results
LUMO = -0.04 eV
Orbital gap = 10.9060 eV
Total charge = 0

Last column: Löwdin charge in e.
Atoms and positions in Å:
O 1.09 -2.50 1.73  -0.047
H 1.70 -2.92 1.11  0.080
H 1.57 -2.49 2.57  0.060
O -3.59 -0.17 -1.18  -0.045
H -3.85 -0.83 -0.53  0.054
H -2.66 -0.34 -1.35  0.010
O -0.93 -1.91 -2.86  -0.057
H -0.53 -1.18 -2.37  -0.015
H -0.55 -2.70 -2.46  0.040
O -1.44 -3.42 0.51  -0.058
H -1.62 -2.63 -0.02  0.002
H -0.54 -3.27 0.84  -0.014
O 1.86 2.14 -1.52  -0.058
H 1.74 2.02 -0.56  -0.004
H 2.73 1.81 -1.73  0.049
O -2.18 2.27 -0.38  -0.054
H -1.54 1.99 -1.04  0.003
H -2.95 1.70 -0.53  0.036
O 3.31 -0.47 2.44  -0.065
H 2.60 -0.26 3.06  0.001
H 2.87 -0.55 1.59  0.014
O -0.70 1.46 -2.75  -0.050
H -1.12 1.33 -3.61  0.082
H -0.42 2.38 -2.74  0.069
O 0.48 -0.26 3.82  -0.037
H -0.09 -0.91 3.40  0.045
H 0.11 -0.14 4.70  0.058
O 1.67 -0.11 -3.56  -0.073
H 1.11 0.50 -3.05  -0.028
H 1.08 -0.49 -4.22  0.028
O -0.36 -0.62 -0.11  -0.041
H 0.04 0.25 -0.22  0.019
H 0.22 -1.08 0.51  0.009
O -1.15 2.02 2.18  -0.074
H -0.78 2.90 2.28  0.048
H -1.55 2.02 1.29  -0.001
O 1.48 1.40 1.20  -0.072
H 2.17 1.73 1.79  0.066
H 0.69 1.33 1.77  0.019

=====

(B)
H26O13 | ωB97M-V/def2-TZVPD

Results
LUMO = 0.11 eV
Orbital gap = 11.2144 eV
Total charge = 0

Last column: Löwdin charge in e.
Atoms and positions in Å:
O 0.65 3.07 1.73  -0.060
H 0.74 3.26 0.75  0.062
H 1.54 3.03 2.04  0.024
O -0.58 3.62 -0.61  -0.021
H -0.75 3.40 -1.50  0.042
H -1.13 3.00 -0.12  0.018
O 3.19 1.35 2.56  -0.049
H 3.78 1.38 1.82  0.021
H 2.82 0.45 2.47  0.030
O -1.89 2.40 2.22  -0.081
H -0.97 2.69 2.10  -0.018
H -2.28 3.08 2.83  0.081
O 2.41 -0.47 -2.00  -0.062
H 2.46 0.50 -1.93  0.062
H 1.48 -0.71 -2.00  -0.010
O -2.57 -3.03 -1.31  -0.057
H -2.87 -2.20 -1.71  0.034
H -3.29 -3.68 -1.32  0.074
O 0.45 -2.29 -1.67  -0.027
H -0.23 -2.57 -2.29  0.063
H -0.01 -2.29 -0.86  0.001
O -2.17 -0.29 -2.14  -0.072
H -1.24 -0.47 -2.19  -0.005
H -2.27 0.28 -1.34  -0.011
O -2.07 -1.67 1.01  -0.043
H -1.42 -1.93 1.66  0.066
H -2.13 -2.40 0.37  0.014
O 1.89 -1.29 1.14  -0.068
H 2.78 -1.57 0.90  0.007
H 1.60 -0.77 0.37  -0.010
O -3.10 0.79 0.07  -0.081
H -2.90 1.58 0.64  0.043
H -3.05 -0.02 0.60  0.031
O -0.11 0.23 -0.25  -0.059
H -0.74 -0.23 0.31  0.020
H 0.12 1.04 0.26  0.051
O 4.17 -2.35 -0.52  -0.057
H 3.79 -1.75 -1.17  -0.009
H 3.92 -3.19 -0.94  0.056

=====

(C)
H26O13 | ωB97M-V/def2-TZVPD

Results
LUMO = -0.35 eV
Orbital gap = 9.6849 eV
Total charge = 0

Last column: Löwdin charge in e.
Atoms and positions in Å:
O 1.23 -1.74 1.93  -0.084
H 0.79 -2.28 2.60  0.029
H 1.23 -2.29 1.12  -0.010
O -2.35 -0.54 -0.29  -0.092
H -2.99 -0.32 -0.97  0.085
H -2.39 0.19 0.34  -0.007
O -1.22 3.39 0.24  -0.041
H -0.28 3.22 0.14  0.015
H -1.34 3.57 1.18  0.021
O 1.33 -0.42 -2.54  -0.070
H 0.89 -0.57 -1.67  -0.006
H 2.12 -0.96 -2.51  0.050
O 1.78 2.83 -1.23  -0.050
H 2.47 2.83 -1.89  0.049
H 2.16 2.33 -0.49  0.014
O -0.65 1.52 -2.77  -0.075
H 0.13 0.97 -2.65  -0.026
H -0.43 2.35 -2.34  0.005
O 3.36 0.47 0.23  -0.051
H 2.68 -0.03 -0.25  0.008
H 4.12 0.46 -0.35  0.045
O 0.39 1.52 2.50  -0.030
H 0.12 2.42 2.69  0.061
H 1.03 1.30 3.20  0.086
O -2.77 -2.74 1.69  -0.063
H -2.50 -2.59 2.61  0.027
H -2.41 -1.97 1.22  -0.018
O -2.23 0.33 1.86  -0.024
H -2.70 1.13 2.12  0.084
H -1.29 0.52 2.03  0.038
O 1.15 -2.82 -0.53  -0.067
H 0.41 -2.70 -1.17  0.009
H 1.68 -3.55 -0.86  0.065
O 0.39 0.13 0.01  -0.058
H 0.49 0.66 0.81  0.002
H -0.44 -0.33 0.12  0.016
O -1.05 -2.37 -1.96  -0.042
H -1.23 -1.96 -2.81  0.074
H -1.68 -1.96 -1.33  0.033

=====

Q: Which of them is the least stable? A: (C).